(1)
The following is a quantum chemistry calculation of a molecular structure, C50H53Cl3N7Zr, from OMol25.

```
114
Properties=species:S:1:pos:R:3:forces:R:3
Zr -0.44474 0.02872 -0.07216 0.71 -0.15 -0.07
C 4.64367 3.41526 -1.30321 -0.01 0.03 0.00
C 4.88113 2.00822 -0.74715 0.01 -0.03 0.00
C 3.68580 1.44076 -0.04039 -0.01 0.01 -0.08
C 3.53373 1.33078 1.30993 -0.05 -0.05 0.06
C 4.52391 1.82642 2.32756 0.04 -0.04 -0.01
C 4.22547 3.26136 2.76808 -0.01 0.03 0.00
C 2.28360 0.70551 1.82560 0.12 0.03 -0.05
N 1.53049 0.21012 0.74788 -0.15 0.21 0.06
C 2.51847 0.90386 -0.90750 0.06 0.03 -0.03
C 2.30169 0.96415 -2.38517 0.00 0.00 0.00
C 1.11149 0.55313 -2.91352 -0.04 -0.02 0.03
C 0.78484 0.53975 -4.35735 0.06 0.01 0.01
C 1.75586 0.92048 -5.42701 -0.02 0.02 -0.01
C 2.74529 -0.20691 -5.73535 0.01 -0.02 0.00
C -0.48060 0.10495 -4.49775 -0.02 0.01 0.03
C -1.01268 -0.16274 -3.14421 -0.02 0.05 -0.06
C -2.30543 -0.58701 -2.88453 -0.03 -0.02 0.02
C -2.95534 -0.81644 -1.63319 -0.02 0.00 -0.03
N -2.39483 -0.62901 -0.42578 -0.38 -0.03 -0.09
C -3.30597 -0.99070 0.57979 0.13 -0.06 -0.14
C -3.03732 -0.98057 1.92017 0.00 0.00 0.07
C -1.85262 -0.62659 2.66289 -0.03 0.02 -0.08
N -0.65398 -0.27826 2.09379 -0.06 -0.12 -0.07
C 0.20885 0.07328 3.11509 0.14 0.08 -0.15
C 1.57387 0.62787 2.97346 -0.07 -0.06 0.05
C -0.45294 -0.07474 4.34216 -0.10 0.02 0.02
C -1.75381 -0.52874 4.06010 0.07 0.01 0.08
C -2.84522 -0.77482 5.05516 0.01 -0.05 0.01
C -3.71068 0.46542 5.28679 -0.01 0.03 0.00
C 0.13170 0.16360 5.70131 -0.02 0.04 0.02
C 1.00416 -0.99821 6.17857 0.02 -0.04 0.00
C -4.52203 -1.39925 -0.09874 -0.04 -0.02 0.03
C -4.31221 -1.29191 -1.44481 0.02 -0.03 -0.01
C -5.25177 -1.64090 -2.55598 -0.02 0.04 0.01
C -4.98135 -3.03537 -3.12421 0.01 -0.03 -0.01
C -5.78102 -1.81293 0.59228 0.01 -0.04 0.01
C -6.59732 -0.60690 1.06555 -0.02 0.03 0.00
N -0.03009 0.09373 -2.23021 -0.23 -0.06 0.10
C -1.27196 -0.03801 -5.75738 0.02 -0.05 -0.01
C -2.17703 1.16888 -6.01648 -0.02 0.02 0.00
H 5.49405 3.74195 -1.90130 0.01 -0.01 0.00
H 4.50846 4.13623 -0.49608 -0.01 0.00 0.01
H 3.75422 3.45275 -1.93551 0.00 0.00 0.01
H 5.74578 2.01397 -0.08440 -0.01 0.02 0.00
H 5.14135 1.33955 -1.57453 -0.01 0.00 0.00
H 5.53849 1.76193 1.93507 0.00 0.01 0.00
H 4.49278 1.15906 3.19216 -0.02 0.01 0.01
H 4.35622 3.95567 1.93674 0.00 0.00 0.00
H 4.89478 3.56890 3.57106 0.01 -0.01 0.00
H 3.19828 3.36360 3.12268 0.00 -0.01 0.00
H 3.08159 1.30428 -3.05120 0.00 0.00 0.00
H 2.29638 1.82040 -5.12259 0.01 -0.01 0.00
H 1.21076 1.18924 -6.33293 0.00 -0.01 0.00
H 3.29441 -0.50653 -4.84139 0.00 0.01 0.00
H 3.46710 0.10339 -6.49041 0.00 0.01 0.00
H 2.21974 -1.08667 -6.10862 0.00 0.00 0.00
H -2.92463 -0.75717 -3.75452 0.00 0.00 0.00
H -3.87079 -1.28175 2.54660 0.00 0.00 0.00
H 2.00291 1.02587 3.88651 -0.02 0.00 0.01
H -2.40523 -1.09583 6.00171 0.00 0.00 0.00
H -3.47091 -1.60823 4.72571 -0.01 0.02 -0.01
H -3.10446 1.29749 5.64818 0.00 0.00 0.00
H -4.49391 0.27096 6.01981 0.00 -0.01 0.00
H -4.18379 0.78823 4.35737 0.00 -0.01 0.00
H -0.67628 0.33152 6.41594 0.00 -0.01 0.00
H 0.71489 1.08870 5.70112 0.01 -0.01 -0.01
H 0.42324 -1.92035 6.23306 -0.01 0.01 0.00
H 1.42347 -0.80231 7.16572 -0.01 0.01 0.00
H 1.83061 -1.17423 5.48670 0.00 0.01 0.00
H -5.17064 -0.89394 -3.34978 0.01 -0.01 0.00
H -6.28001 -1.57874 -2.19588 0.00 -0.02 0.00
H -3.95242 -3.12082 -3.47943 0.00 0.01 0.00
H -5.64723 -3.25993 -3.95728 -0.01 0.01 0.00
H -5.12862 -3.79877 -2.35809 -0.01 0.01 0.00
H -5.53740 -2.45249 1.44460 0.00 0.01 0.00
H -6.38243 -2.42260 -0.08387 0.00 0.01 0.00
H -6.02446 0.00628 1.76259 0.01 -0.01 0.00
H -7.51020 -0.92890 1.56567 0.00 -0.01 0.00
H -6.87569 0.02550 0.22175 0.00 -0.01 0.00
H -1.87373 -0.94910 -5.70785 0.00 0.00 0.00
H -0.58875 -0.17607 -6.59700 -0.01 0.02 0.00
H -2.87006 1.32742 -5.18908 0.00 -0.01 0.00
H -2.75978 1.02801 -6.92646 0.00 0.00 0.00
H -1.58534 2.07824 -6.12802 0.01 -0.01 0.00
C 4.98054 -3.47009 0.51302 -0.01 0.00 0.01
C 3.89498 -3.26593 1.35229 0.00 0.00 0.00
C 2.98109 -2.25512 1.09123 0.01 0.00 0.00
C 3.16738 -1.44465 -0.02167 -0.03 0.01 -0.05
C 4.24736 -1.64149 -0.87222 0.03 -0.03 0.01
C 5.15017 -2.65721 -0.59915 0.00 0.01 -0.02
N 2.20456 -0.46196 -0.35005 -0.23 -0.02 0.17
N 1.28540 1.30313 -0.22416 -0.05 0.12 0.13
C 0.62021 2.51603 0.19391 0.26 0.03 -0.08
C 1.22595 3.74553 0.39907 -0.08 0.00 0.03
C 0.38682 4.78895 0.75963 -0.01 0.01 0.01
C -0.98029 4.56990 0.92148 0.03 0.02 0.01
C -1.53787 3.31356 0.71980 -0.02 -0.05 0.02
C -0.73976 2.23880 0.32884 0.08 0.10 -0.01
H 5.69038 -4.25819 0.72340 0.00 0.00 0.00
H 3.75503 -3.89501 2.22173 0.00 0.00 0.00
H 2.13225 -2.10082 1.74665 0.00 0.01 0.00
H 4.37576 -1.01394 -1.74566 -0.02 0.00 0.00
H 5.99179 -2.81130 -1.26143 0.00 0.00 0.00
H 2.28907 3.89063 0.27376 0.03 0.00 -0.01
H 0.79633 5.77774 0.91959 0.00 0.00 0.00
H -1.61464 5.39959 1.20781 0.00 0.00 0.00
H -2.60530 3.18427 0.85796 0.00 -0.01 -0.01
Cl -2.68534 -4.86653 -0.20552 -0.05 -0.02 0.00
C -0.92034 -4.91721 -0.22708 0.05 0.15 -0.06
Cl -0.28767 -5.71044 1.21253 0.00 -0.02 0.03
Cl -0.32560 -5.69243 -1.69358 -0.01 -0.02 -0.01
C -0.45386 -3.52303 -0.22376 0.07 -0.11 0.06
N -0.11024 -2.43376 -0.19711 -0.09 0.01 0.06
```
Positions in Å, forces in eV/Å.

Net charge = +1
Kohn-Sham gap = 0.198 hartree
Largest force on an atom = 0.731 eV/Å
Electronic energy = -101983.0250 eV
Relative energy (zero: lowest compared OMol25 entry of this formula, charge and spin) = 103.0 kcal/mol

(2)
The following is a quantum chemistry calculation of a molecular structure, C50H57Br2FN2O7P2, from OMol25.

```
121
Properties=species:S:1:pos:R:3:forces:R:3
C 6.32827 -3.22965 -0.30178 0.39 0.02 -0.15
C 6.19163 -1.91571 -0.17049 0.04 0.03 0.13
C 5.41945 -1.02434 -1.14411 -0.55 -2.12 0.97
C 3.93001 -0.61407 -0.81947 0.22 0.64 -1.41
C 4.00404 0.76115 -0.10695 -0.21 -0.64 1.38
C 5.10895 0.94558 0.97228 0.30 0.87 -0.20
C 6.32105 1.78403 0.49844 0.21 -0.73 0.64
O 7.00705 2.28287 1.65934 -0.11 0.05 -0.26
C 2.92757 -1.70744 -0.26416 0.40 0.44 0.95
F 1.71967 -1.11457 0.15991 0.15 0.40 -1.10
P 3.37141 -2.68072 1.30887 1.33 -1.93 0.21
C 1.81899 -3.43881 2.01845 -0.46 1.12 -0.40
C 3.86721 -1.51511 2.66936 0.10 -0.13 -0.61
C 2.82215 -2.63528 -1.51474 -0.57 -1.38 2.85
C 1.85617 -3.79575 -1.17518 -0.78 -0.01 -0.66
C 1.12523 -4.59466 -2.27917 -0.95 -0.74 0.67
C -0.29725 -4.97412 -1.75651 0.06 -0.12 -0.89
N -1.32269 -4.18873 -2.47223 -0.53 -0.58 0.83
N 2.64775 -1.80149 -2.73536 0.47 -0.27 1.01
C 3.12491 -2.47674 -3.98930 0.94 -0.20 -0.51
C 4.39801 -3.32375 -4.01693 0.80 -0.12 -1.58
C 4.70313 -3.54068 -5.54921 -0.18 -0.17 0.33
Br 4.33085 -5.13592 -3.26235 -0.13 0.29 0.33
C 1.14446 -1.52155 -3.09579 -5.43 0.12 -1.04
O 0.25938 -1.77054 -2.27290 2.22 -0.15 1.01
O 0.91255 -1.14013 -4.24602 2.27 0.04 -0.06
C 3.28261 -0.47781 -2.29417 0.10 2.12 -0.55
Br 1.85049 0.94633 -2.10867 -0.10 -0.39 0.09
P 4.37365 0.61475 -3.42242 0.44 0.41 -0.18
C 5.60364 -0.33222 -4.45595 -0.11 0.23 -0.44
C 3.33531 1.38516 -4.77868 0.02 0.22 -0.33
C 3.21064 2.92083 -4.57227 -0.03 -0.62 -0.04
H 7.13027 -3.72752 0.24373 -0.61 -0.14 0.26
H 5.71737 -3.84324 -0.96510 0.40 0.18 -0.17
H 6.72934 -1.48670 0.68016 0.06 0.32 -0.53
H 6.05502 -0.15271 -1.31258 -0.53 0.03 -0.32
H 5.35740 -1.65814 -2.03755 0.34 0.47 0.01
H 4.17661 1.58869 -0.80219 -0.42 -0.41 -0.17
H 3.04925 0.88722 0.41738 0.14 0.29 -0.40
H 5.50353 0.05193 1.45383 -0.27 0.00 -0.20
H 4.66805 1.55838 1.77311 0.11 -0.23 -0.12
H 6.01104 2.62887 -0.12768 0.07 -0.16 0.08
H 7.04933 1.15053 -0.03164 -0.37 0.27 -0.34
H 7.83530 1.80241 1.73312 -0.02 0.12 0.11
H 2.03557 -3.82399 3.02020 0.24 0.19 -0.20
H 1.03544 -2.66912 2.09144 0.00 -0.39 0.09
H 1.45387 -4.26960 1.41242 0.14 0.18 0.09
H 4.96430 -1.52596 2.68752 -0.27 0.19 -0.02
H 3.50620 -0.48902 2.55790 -0.08 -0.22 0.33
H 3.55515 -1.99176 3.60494 -0.21 0.28 -0.19
H 3.81030 -3.10705 -1.42379 0.02 0.45 -1.05
H 2.39524 -4.51149 -0.53674 0.20 0.28 -0.31
H 1.06280 -3.38676 -0.54124 0.22 0.14 -0.31
H 0.92954 -4.08167 -3.22408 0.22 0.12 0.26
H 1.58389 -5.55914 -2.52591 0.44 0.47 0.12
H -0.37522 -4.91927 -0.65772 0.17 0.13 -0.18
H -0.50462 -6.02297 -2.01874 0.15 0.23 0.09
H -2.18596 -4.70523 -2.30815 -0.12 0.27 -0.28
H -1.46886 -3.29475 -2.01005 0.29 0.08 -0.22
H 2.32570 -3.10575 -4.39096 0.00 0.18 0.45
H 3.24475 -1.69853 -4.74931 -0.06 0.00 0.39
H 5.31858 -2.88411 -3.63193 -0.49 0.04 0.50
H 5.01155 -4.57248 -5.73586 -0.09 0.25 0.01
H 3.80141 -3.33926 -6.14168 0.28 -0.06 0.01
H 5.52341 -2.89608 -5.88151 -0.29 0.03 0.07
H 6.22418 0.45445 -4.91598 -0.21 -0.06 0.26
H 5.16063 -0.85916 -5.30985 0.14 -0.11 0.35
H 6.29703 -0.95708 -3.88676 -0.25 0.01 -0.08
H 2.36761 0.88836 -4.91361 0.14 0.10 0.17
H 3.86508 1.28221 -5.74099 0.09 -0.38 0.40
H 2.51848 3.17138 -3.76346 0.20 -0.01 -0.14
H 2.84742 3.37018 -5.50355 0.07 0.02 0.22
H 4.20629 3.31803 -4.33938 -0.28 0.13 -0.05
C -4.15102 -1.87526 -4.04219 -0.03 0.07 0.10
C -3.06458 -1.35169 -3.34762 0.09 -0.06 -0.12
C -3.27211 -0.53685 -2.24719 0.12 -0.03 -0.03
C -4.56652 -0.23127 -1.84242 -0.12 -0.04 -0.09
C -5.65762 -0.73809 -2.55496 0.07 0.08 0.12
C -5.44379 -1.56909 -3.64812 0.09 -0.10 -0.14
C -7.04943 -0.38444 -2.16755 -0.23 -0.17 -0.23
O -7.99881 -0.82706 -2.78236 0.00 0.03 0.03
C -7.25450 0.53235 -1.01251 0.08 0.06 0.05
C -8.54337 0.92140 -0.66704 -0.15 0.09 0.10
C -8.74654 1.76357 0.41433 0.09 -0.02 0.00
C -7.66276 2.21470 1.16192 -0.06 0.00 -0.03
C -6.37728 1.83355 0.81630 -0.11 0.14 0.18
C -6.16733 1.00067 -0.27405 -0.05 -0.07 -0.08
C -4.77532 0.62996 -0.64903 0.34 0.09 0.15
O -3.83165 1.02828 0.00567 -0.05 0.00 0.03
H -3.98593 -2.51968 -4.89624 0.01 0.01 0.02
H -2.05345 -1.58204 -3.66399 0.01 0.02 0.06
H -2.42493 -0.13586 -1.70606 -0.06 0.00 0.06
H -6.28716 -1.97264 -4.19250 -0.08 0.09 0.09
H -9.38716 0.56896 -1.24511 0.10 -0.08 -0.07
H -9.75091 2.06888 0.67868 0.01 -0.01 0.00
H -7.82217 2.86691 2.01186 0.02 -0.03 0.00
H -5.53493 2.18878 1.39454 0.08 -0.05 -0.12
C -2.97696 2.41366 3.87314 0.06 -0.01 0.00
C -1.88810 2.93716 4.56357 -0.10 0.00 0.02
C -2.08964 3.75159 5.66608 0.15 -0.07 -0.10
C -3.38156 4.05684 6.07712 -0.12 -0.02 -0.06
C -4.47407 3.55060 5.36979 0.07 0.07 0.10
C -4.26580 2.72064 4.27617 0.09 -0.11 -0.17
C -5.86459 3.90424 5.76267 -0.27 -0.15 -0.20
O -6.81512 3.46142 5.14944 0.02 0.04 0.00
C -6.06545 4.82004 6.91836 0.11 0.06 0.07
C -7.35363 5.20762 7.26671 -0.16 0.07 0.08
C -7.55474 6.04893 8.34805 0.07 0.00 0.02
C -6.46961 6.50045 9.09284 -0.03 -0.04 -0.05
C -5.18331 6.12173 8.74687 -0.08 0.12 0.13
C -4.97533 5.28887 7.65436 -0.10 -0.06 -0.09
C -3.58474 4.91819 7.27283 0.31 0.11 0.18
O -2.63770 5.31484 7.92036 -0.03 0.00 -0.01
H -2.81884 1.77007 3.01626 -0.02 0.03 -0.01
H -0.88098 2.70673 4.24062 -0.01 0.00 0.00
H -1.24234 4.15378 6.20517 -0.10 0.05 0.09
H -5.11030 2.31569 3.73486 -0.08 0.07 0.11
H -8.19856 4.85478 6.69064 0.10 -0.08 -0.06
H -8.55871 6.35358 8.61459 0.01 -0.01 0.00
H -6.62933 7.15246 9.94207 0.00 -0.01 -0.01
H -4.33983 6.47696 9.32351 0.08 -0.07 -0.10
```
Positions in Å, forces in eV/Å.

Net charge = 0
Kohn-Sham gap = 0.265 hartree
Largest force on an atom = 5.535 eV/Å
Electronic energy = -231464.5086 eV